DFT (wB97M-V/def2-TZVPD) results for the molecule BrClH2O2Si at a distorted geometry.

Results
SMILES = O[Si](O)(Cl)Br
energy relative to the best compared isomer or geometry (same formula, charge and spin) = 77.4 kJ/mol
frontier orbital gap = 10.03 eV
charge = 0
DFT total energy = -94574.66647 eV
HOMO = -10.190 eV
strongest force on any atom = 2.70 eV Å⁻¹

XYZ file:
```
7
Properties=species:S:1:pos:R:3:forces:R:3
H 0.7383 -0.7333 1.2296 0.19 -1.68 0.21
Si -0.4534 0.7806 -0.1673 -2.29 -0.15 0.25
Br -2.8019 -0.0504 0.4042 2.46 0.80 -0.76
O 0.4822 0.1142 0.9548 -0.45 2.48 -0.69
O -0.0550 0.3214 -1.7050 0.14 1.49 0.18
Cl -0.6669 2.8921 0.1176 0.49 -1.98 -0.35
H 0.2031 1.0007 -2.3854 -0.54 -0.97 1.17
```
Positions in Å, forces in eV/Å.